A structure of composition C3H3NO4 in a non-equilibrium geometry. Source: the OMol25 dataset; level of theory: wB97M-V/def2-TZVPD.

Computed properties:
* E: -471.672430 a.u.
* HOMO energy: -9.6 eV
* ΔE to the lowest compared entry with this formula, charge and spin: 5.4625 eV
* LUMO energy: -0.037 hartree

The geometry in ORCA input format:
```
! wB97M-V def2-TZVPD RIJCOSX def2/J DEFGRID3
* xyz 0 1
O -0.409 -1.589 -0.378
O 1.052 1.289 -1.465
O 0.863 -1.750 1.503
O -0.782 -0.052 1.403
N -0.283 -0.563 -1.369
C 0.173 -1.141 0.764
C 0.436 0.492 -0.828
C -0.389 1.062 0.821
H -0.017 -0.986 -2.256
H 0.544 1.464 1.228
H -1.187 1.775 0.578
*
```

***

A structure of composition C4H9N3O in a non-equilibrium geometry. Source: the OMol25 dataset; level of theory: wB97M-V/def2-TZVPD.

Computed properties:
* E: -397.054454 a.u.
* HOMO energy: -8.9 eV
* ΔE to the lowest compared entry with this formula, charge and spin: 8.0597 eV
* LUMO energy: 0.008 hartree

The geometry in ORCA input format:
```
! wB97M-V def2-TZVPD RIJCOSX def2/J DEFGRID3
* xyz 0 1
O -0.334 -2.161 0.143
N -0.604 1.787 1.644
N -1.105 0.318 -1.633
N -0.467 0.562 0.703
C 1.576 -0.557 -0.169
C 0.935 0.524 0.372
C -1.369 0.618 -0.380
C 0.844 -1.806 -0.372
H -0.920 -1.056 -0.144
H 0.706 -1.951 -1.544
H 2.729 -0.765 -0.253
H 1.513 1.387 0.482
H 1.454 -2.699 0.119
H -0.727 2.685 0.855
H -1.738 1.643 2.211
H -2.458 0.872 -0.128
H -0.035 0.599 -1.906
*
```

***

An isolated molecule of C4H5N3O in a non-equilibrium geometry. Source: the OMol25 dataset; level of theory: wB97M-V/def2-TZVPD.

Computed properties:
* E: -394.890636 a.u.
* HOMO energy: -9.9 eV
* ΔE to the lowest compared entry with this formula, charge and spin: 2.0932 eV
* structure (SMILES): [H]/N=C(\O)c1cc[nH]n1
* LUMO energy: 0.027 hartree

The geometry in ORCA input format:
```
! wB97M-V def2-TZVPD RIJCOSX def2/J DEFGRID3
* xyz 0 1
O 2.199 0.276 1.230
N -0.496 1.286 -0.051
N 2.418 -0.394 -0.893
N -1.780 1.001 -0.209
C 1.603 0.132 -0.085
C -2.015 -0.327 -0.308
C -0.786 -0.953 -0.231
C 0.135 0.115 -0.143
H -3.020 -0.713 -0.454
H -0.582 -2.016 -0.156
H -2.456 1.751 -0.283
H 3.319 -0.510 -0.276
H 1.462 0.351 1.858
*
```

***

A cluster of 2 separate species, C6H9IN2O4 in total in a non-equilibrium geometry. Source: the OMol25 dataset; level of theory: wB97M-V/def2-TZVPD.

Computed properties:
* E: -942.027001 a.u.
* HOMO energy: -9.1 eV
* ΔE to the lowest compared entry with this formula, charge and spin: 0.0000 eV
* LUMO energy: -0.023 hartree

The geometry in ORCA input format:
```
! wB97M-V def2-TZVPD RIJCOSX def2/J DEFGRID3
* xyz 0 1
I -2.732 0.186 1.824
O -0.029 1.610 0.970
O 3.682 0.203 -1.234
O 2.918 -1.249 0.246
O -0.667 0.536 -2.016
N -1.423 2.646 -2.107
N 2.728 -0.068 -0.506
C -1.265 -2.475 1.864
C -1.462 1.383 -1.579
C 1.726 0.697 -0.276
C -1.104 -1.084 1.351
C 0.541 0.592 0.572
C 0.057 -0.705 0.756
H -0.779 2.976 -2.739
H -0.869 -3.102 1.096
H -0.883 -2.345 2.842
H 1.741 1.643 -0.776
H -2.319 -2.831 1.931
H -2.054 3.339 -1.832
H -2.233 1.214 -0.837
H 0.586 -1.575 0.389
H 3.840 -1.589 0.060
*
```

***

An isolated molecule of C9H10BrN in a non-equilibrium geometry. Source: the OMol25 dataset; level of theory: wB97M-V/def2-TZVPD.

Computed properties:
* E: -2977.596485 a.u.
* HOMO energy (alpha / beta): -8.5 / -8.5 eV
* ΔE to the lowest compared entry with this formula, charge and spin: 0.9990 eV
* LUMO energy (alpha / beta): 0.005 / 0.005 hartree

The geometry in ORCA input format:
```
! wB97M-V def2-TZVPD RIJCOSX def2/J DEFGRID3
* xyz 0 1
Br 3.256 -0.346 0.380
N 2.110 0.147 -0.985
C -1.407 1.161 0.907
C 1.811 1.546 -1.036
C -0.625 -1.403 -0.040
C 0.105 -0.264 -0.132
C 0.898 2.037 0.110
C -1.872 -1.190 0.565
C -0.165 0.999 0.301
C -2.247 0.062 1.019
C -0.179 -2.745 -0.515
H -0.957 -3.215 -1.115
H 2.729 2.147 -1.047
H -2.540 -2.033 0.668
H -1.705 2.127 1.288
H 0.484 3.020 -0.120
H 0.728 -2.653 -1.106
H -3.218 0.185 1.474
H 0.026 -3.390 0.339
H 1.286 1.689 -1.989
H 1.482 2.119 1.034
*
```

***

An isolated molecule of C27H25N3O3. Source: the OMol25 dataset; level of theory: wB97M-V/def2-TZVPD.

Computed properties:
* E: -1433.931623 a.u.
* HOMO energy: -8.8 eV
* ΔE to the lowest compared entry with this formula, charge and spin: 0.0189 eV
* structure (SMILES): Cc1ccc(N2C(=O)c3ccc(C(=O)N4CCN(Cc5ccccc5)CC4)cc3C2=O)cc1
* LUMO energy: -0.017 hartree

The geometry in ORCA input format:
```
! wB97M-V def2-TZVPD RIJCOSX def2/J DEFGRID3
* xyz 0 1
O -1.899 -2.716 -2.356
O 2.578 1.100 -1.183
O 4.614 -2.416 0.922
N -4.646 -0.805 0.933
N -2.678 -2.430 -0.255
N 3.900 -0.482 -0.132
C 8.799 2.432 0.018
C -5.468 3.063 -1.313
C 2.345 -2.147 0.109
C 0.328 -3.386 -0.011
C -5.181 1.608 0.587
C -3.250 -0.633 1.278
C 6.726 1.656 -1.165
C 5.538 0.954 -1.209
C -4.773 -1.201 -0.457
C 7.518 1.657 -0.022
C 5.117 0.245 -0.091
C -1.697 -2.491 -1.178
C -4.510 3.926 -0.809
C 1.728 -1.082 -0.549
C 7.083 0.940 1.085
C -0.292 -2.324 -0.664
C 0.411 -1.154 -0.952
C 3.752 -1.770 0.384
C -5.799 1.912 -0.620
C -3.893 3.637 0.396
C 5.890 0.242 1.061
C 1.659 -3.312 0.384
C -4.227 2.486 1.089
C 2.724 0.008 -0.701
C -4.064 -2.540 -0.659
C -5.495 0.320 1.309
C -2.526 -1.973 1.104
H -2.982 -2.711 1.773
H -5.833 -1.316 -0.694
H 7.684 0.928 1.983
H 8.595 3.473 0.272
H -6.553 1.246 -1.016
H -3.749 2.272 2.034
H -3.150 4.310 0.799
H -4.337 -0.455 -1.143
H -4.546 -3.306 -0.044
H -6.527 0.020 1.105
H 7.049 2.207 -2.036
H -3.180 -0.320 2.322
H -0.239 -4.284 0.183
H 4.936 0.958 -2.104
H -4.086 -2.836 -1.708
H 9.476 2.028 0.766
H -5.383 0.458 2.388
H -5.959 3.286 -2.249
H 2.145 -4.134 0.885
H 5.567 -0.312 1.928
H -0.058 -0.336 -1.477
H -1.470 -1.865 1.352
H -2.753 0.127 0.648
H 9.291 2.415 -0.952
H -4.250 4.823 -1.350
*
```